Molecular formula: C35H44N3O2PdSSe
Method: DFT, wB97M-V/def2-TZVPD

The geometry in XYZ format:
```
87
Properties=species:S:1:pos:R:3:forces:R:3
Pd -0.1927 -2.0266 0.0117 0.25 1.92 0.28
C 2.4475 4.3102 -1.8108 0.07 -0.19 0.10
C 3.0518 3.6701 -0.5474 -0.07 0.40 -0.09
C 4.5530 3.9508 -0.5328 -0.16 -0.09 0.04
C 2.4203 4.3254 0.6952 0.10 -0.13 -0.06
C 2.7269 2.2001 -0.5213 -0.61 -0.07 -0.16
C 1.3861 1.7942 -0.5640 -0.38 -0.33 -0.06
C 1.0419 0.4612 -0.3913 0.51 0.42 0.07
N -0.1999 -0.0956 -0.2707 0.08 -0.04 -0.15
C -1.4428 0.4564 -0.1391 -0.76 0.45 0.43
C -1.7993 1.7848 0.0411 0.78 -0.33 -0.01
C -3.1385 2.1851 0.0705 0.25 -0.01 0.05
C -4.1349 1.2016 -0.0142 -0.14 -0.97 -0.11
C -3.8585 -0.1501 -0.1068 -0.60 0.22 -0.23
C -2.4920 -0.5558 -0.1020 0.30 1.10 -0.15
O -2.1338 -1.7940 -0.0490 -0.41 -0.67 0.12
C -4.9306 -1.2176 -0.2334 -0.17 -0.10 0.12
C -6.3457 -0.6282 -0.2553 0.32 -0.10 0.09
C -4.7213 -2.0124 -1.5326 0.18 0.11 0.09
C -4.8079 -2.1664 0.9698 -0.06 -0.06 -0.07
C -3.4669 3.6523 0.1956 0.13 0.27 0.27
C -2.8051 4.4195 -0.9596 -0.06 -0.16 0.01
C -2.8887 4.1559 1.5345 -0.10 -0.09 -0.18
C -4.9664 3.9392 0.1825 0.15 -0.09 -0.07
C 2.0908 -0.5511 -0.3307 -0.09 1.07 0.02
O 1.7391 -1.7875 -0.2382 0.36 -0.69 0.36
C 3.4582 -0.1401 -0.3699 0.37 0.34 -0.05
C 3.7180 1.2158 -0.4382 0.37 -1.03 0.10
C 4.5535 -1.1827 -0.2709 0.15 -0.19 0.07
C 4.4606 -1.8389 1.1187 -0.04 0.13 -0.16
C 4.3579 -2.2533 -1.3544 -0.06 0.01 0.05
C 5.9512 -0.5752 -0.4264 -0.32 -0.10 0.03
H 2.7454 5.3534 -1.8521 0.02 0.13 -0.03
H 1.3618 4.2741 -1.8117 -0.15 0.00 -0.02
H 2.8112 3.8097 -2.7041 0.04 0.00 -0.16
H 4.7167 5.0233 -0.5612 0.01 0.13 -0.01
H 5.0489 3.5183 -1.3966 0.13 -0.06 -0.13
H 5.0165 3.5765 0.3756 0.14 -0.07 0.11
H 2.6586 5.3845 0.6946 0.02 0.15 0.02
H 2.8175 3.8842 1.6058 0.04 -0.02 0.15
H 1.3384 4.2229 0.7072 -0.15 -0.02 -0.02
H 0.6247 2.5272 -0.7693 -0.04 0.04 0.19
H -1.0258 2.5129 0.2260 -0.05 0.07 -0.24
H -5.1631 1.5140 0.0202 -0.12 -0.02 -0.08
H -6.4897 0.0523 -1.0913 -0.01 0.09 -0.08
H -6.5704 -0.1105 0.6750 -0.09 0.08 0.07
H -7.0590 -1.4411 -0.3662 -0.07 -0.05 0.01
H -4.8557 -1.3719 -2.4011 0.03 0.03 -0.12
H -5.4477 -2.8174 -1.5895 -0.14 -0.08 0.01
H -3.7270 -2.4565 -1.5620 -0.06 -0.01 -0.14
H -4.9272 -1.6174 1.9012 -0.07 0.01 0.15
H -3.8464 -2.6752 0.9770 -0.12 -0.04 0.08
H -5.5868 -2.9213 0.9027 -0.13 -0.07 0.09
H -1.7229 4.3211 -0.9472 0.15 -0.01 -0.01
H -3.0441 5.4754 -0.8764 -0.04 0.13 0.01
H -3.1722 4.0576 -1.9167 -0.02 0.01 -0.15
H -1.8067 4.0666 1.5736 0.14 0.00 0.02
H -3.3136 3.6031 2.3678 -0.05 -0.03 0.15
H -3.1453 5.2042 1.6493 -0.01 0.16 0.06
H -5.4290 3.5967 -0.7393 -0.12 -0.05 -0.11
H -5.1249 5.0111 0.2462 0.00 0.13 0.02
H -5.4680 3.4847 1.0318 -0.13 -0.09 0.10
H 4.7467 1.5292 -0.4373 0.09 0.01 0.02
H 3.4737 -2.2694 1.2683 -0.01 -0.07 0.11
H 4.6530 -1.1044 1.8970 0.01 0.03 0.14
H 5.2018 -2.6287 1.1962 0.12 -0.11 0.04
H 3.4031 -2.7612 -1.2449 0.09 -0.04 -0.09
H 5.1437 -2.9984 -1.2669 0.15 -0.05 -0.04
H 4.4073 -1.8119 -2.3467 0.04 0.01 -0.14
H 6.1761 0.1137 0.3835 0.08 0.14 0.06
H 6.0541 -0.0636 -1.3804 0.08 0.07 -0.09
H 6.6881 -1.3722 -0.3904 0.08 -0.08 -0.01
S -0.7872 -2.5799 3.4402 0.74 1.14 -0.69
C -0.1004 -1.6963 2.3989 -1.02 -1.49 0.04
Se -1.6834 -4.8530 -0.8566 -0.04 0.75 0.21
N -0.3296 -3.9801 0.1396 0.02 -1.13 0.08
C 0.5674 -4.9038 0.5224 -0.41 0.03 -0.27
C 1.6697 -4.6702 1.3486 -0.38 0.51 -0.07
C 2.5619 -5.7127 1.6127 0.42 -1.30 -0.01
C 2.3338 -6.9764 1.1001 1.14 1.08 1.00
C 1.2161 -7.2458 0.2925 -1.01 -0.04 -0.67
C 0.2984 -6.2329 0.0330 -0.12 0.59 0.08
N -0.8319 -6.3673 -0.6657 0.16 -1.34 -0.35
H 1.7846 -3.6964 1.8098 0.18 -0.04 -0.11
H 3.4161 -5.5265 2.2430 0.10 -0.04 0.05
H 3.0175 -7.7795 1.3279 0.09 -0.03 0.01
H 1.0741 -8.2179 -0.1509 -0.09 -0.15 -0.01
```
Positions in Å, forces in eV/Å.

Properties
maximum force = 1.95 eV/A
net charge = +2
multiplicity = 6
energy above the lowest of the compared OMol25 structures with the same formula, charge and spin = 65.6 kcal/mol

Here are the Mulliken charges for atoms 1 to 8, given in e: 0.296, -1.482, 2.003, -2.354, -1.397, -1.190, -0.214, -0.180